# C21H33F2N3OPtSi

C21H33F2N3OPtSi as an isolated structure (ωB97M-V with the def2-TZVPD basis set, the Open Molecules 2025 dataset).

CARTESIAN COORDINATES (ANGSTROEM)
Pt (0.393, -0.477, 1.004)
N (2.075, 0.637, 1.482)
C (1.565, 2.036, 1.378)
C (1.168, 2.471, -0.050)
N (0.327, 1.608, -0.838)
C (-1.108, 1.617, -0.932)
C (-1.939, 0.770, 0.057)
N (-1.512, -0.659, 0.196)
H (2.433, 0.476, 2.421)
H (2.824, 0.468, 0.817)
H (2.331, 2.734, 1.732)
H (0.712, 2.093, 2.054)
H (2.090, 2.617, -0.621)
H (0.716, 3.466, 0.056)
H (0.793, 1.140, -1.591)
H (-1.360, 1.292, -1.945)
H (-1.502, 2.638, -0.832)
H (-2.978, 0.810, -0.284)
H (-1.886, 1.184, 1.062)
H (-1.509, -1.139, -0.698)
H (-2.155, -1.132, 0.823)
C (-0.860, -2.805, 3.706)
C (-1.210, -1.682, 4.688)
C (-0.836, -2.111, 6.110)
C (-2.727, -1.453, 4.621)
Si (-0.386, -0.035, 4.201)
O (-0.637, 0.334, 2.657)
C (-1.147, 1.327, 5.260)
C (-2.051, 2.219, 4.680)
C (-2.662, 3.218, 5.426)
C (-2.376, 3.347, 6.777)
C (-1.473, 2.477, 7.375)
C (-0.868, 1.482, 6.621)
C (1.475, -0.006, 4.586)
C (2.317, -1.113, 4.435)
C (3.698, -1.000, 4.539)
C (4.277, 0.235, 4.801)
C (3.465, 1.349, 4.967)
C (2.085, 1.224, 4.862)
H (-1.459, -3.696, 3.931)
H (0.189, -3.101, 3.759)
H (-1.057, -2.514, 2.672)
H (-1.346, -3.045, 6.371)
H (-1.133, -1.361, 6.847)
H (0.239, -2.279, 6.216)
H (-3.258, -2.390, 4.820)
H (-3.034, -1.096, 3.633)
H (-3.058, -0.716, 5.355)
H (-2.272, 2.123, 3.622)
H (-3.361, 3.898, 4.954)
H (-2.850, 4.125, 7.363)
H (-1.239, 2.578, 8.428)
H (-0.153, 0.822, 7.102)
H (1.896, -2.085, 4.213)
H (4.322, -1.876, 4.414)
H (5.353, 0.327, 4.881)
H (3.906, 2.315, 5.181)
H (1.467, 2.106, 4.991)
F (2.416, -0.607, -1.019)
C (1.286, -1.313, -0.562)
F (0.464, -1.361, -1.704)
H (1.639, -2.340, -0.432)

Output
2S+1 = 1
HOMO-LUMO gap = 8.03 eV
Energy relative to the best compared isomer or geometry (same formula, charge and spin) = 0.000 eV
LUMO = 0.437 eV

***

# C21H33N2O

A 2-piece molecular cluster, C21H33N2O overall at a distorted geometry (ωB97M-V with the def2-TZVPD basis set, the Open Molecules 2025 dataset).

CARTESIAN COORDINATES (ANGSTROEM)
C (2.955, 2.932, 0.814)
C (2.894, 1.626, 0.135)
C (2.490, 0.380, 0.631)
C (2.533, -0.756, -0.258)
C (3.023, -0.622, -1.667)
C (2.137, -2.003, 0.183)
C (1.714, -2.223, 1.493)
C (1.350, -3.607, 1.917)
C (1.646, -1.130, 2.362)
C (2.030, 0.148, 1.983)
C (1.994, 1.231, 3.015)
H (3.214, 3.712, 0.081)
H (1.989, 3.240, 1.243)
H (3.727, 2.977, 1.597)
H (3.372, 1.627, -0.847)
H (3.161, -1.620, -2.100)
H (2.313, -0.090, -2.319)
H (3.997, -0.118, -1.723)
H (2.196, -2.841, -0.512)
H (1.005, -3.620, 2.951)
H (0.561, -4.023, 1.280)
H (2.202, -4.294, 1.845)
H (1.318, -1.303, 3.390)
H (1.651, 0.817, 3.972)
H (2.985, 1.669, 3.193)
H (1.301, 2.044, 2.762)
C (-3.437, 2.021, -0.175)
N (-2.382, 1.757, -1.100)
C (-2.640, 1.816, -2.493)
C (-1.401, 1.649, -3.383)
C (-0.155, 2.159, -2.721)
N (0.816, 2.787, -3.482)
C (0.442, 3.398, -4.767)
C (1.697, 3.828, -5.516)
O (2.465, 4.730, -4.707)
C (2.968, 4.035, -3.564)
C (1.854, 3.451, -2.701)
C (0.016, 1.884, -1.392)
C (-1.102, 1.265, -0.631)
H (-3.393, 1.326, 0.679)
H (-3.364, 3.047, 0.240)
H (-4.423, 1.916, -0.655)
H (-3.376, 1.027, -2.749)
H (-3.150, 2.771, -2.729)
H (-1.303, 0.568, -3.584)
H (-1.601, 2.154, -4.330)
H (-0.112, 2.688, -5.391)
H (-0.190, 4.290, -4.583)
H (2.269, 2.915, -5.780)
H (1.439, 4.403, -6.416)
H (3.637, 3.205, -3.873)
H (3.528, 4.789, -2.989)
H (1.419, 4.260, -2.077)
H (2.320, 2.724, -2.023)
H (0.910, 2.131, -0.820)
H (-1.009, 1.487, 0.445)
H (-1.050, 0.150, -0.742)

Output
2S+1 = 1
HOMO-LUMO gap = 4.20 eV
Charge = +1
Energy relative to the best compared isomer or geometry (same formula, charge and spin) = 4.913 eV
LUMO = -5.558 eV

***

# C21H33N6O9PS4

C21H33N6O9PS4 as an isolated structure at a distorted geometry (ωB97M-V with the def2-TZVPD basis set, the Open Molecules 2025 dataset).

CARTESIAN COORDINATES (ANGSTROEM)
N (-0.065, -4.403, 0.309)
P (-0.782, -3.473, 1.376)
C (-0.307, -1.727, 0.960)
C (-1.208, -0.744, 0.599)
C (-2.705, -1.076, 0.569)
C (-3.100, -1.973, -0.651)
C (-3.785, -1.109, -1.751)
C (-2.598, -0.620, -2.683)
C (-2.286, -1.764, -3.702)
C (-0.754, -1.662, -4.042)
C (0.110, -2.398, -2.951)
S (1.709, -2.855, -3.705)
C (2.923, -1.767, -3.022)
N (2.820, -0.552, -2.543)
N (4.082, -0.200, -2.149)
C (4.891, -1.173, -2.395)
O (4.201, -2.214, -2.950)
C (-0.669, 0.600, 0.239)
C (-1.620, 1.721, -0.217)
C (-1.202, 3.163, 0.255)
N (-0.476, 3.891, -0.819)
C (0.678, 0.855, 0.309)
C (1.638, -0.139, 0.725)
N (2.973, -0.042, 0.877)
S (3.428, -1.540, 1.367)
N (2.020, -2.386, 1.418)
C (1.122, -1.458, 1.034)
H (0.561, -5.060, 0.768)
H (-2.176, -3.645, 1.208)
H (-0.352, -3.767, 2.700)
H (-3.320, -0.168, 0.564)
H (-2.951, -1.623, 1.500)
H (-2.272, -2.590, -1.042)
H (-3.871, -2.684, -0.277)
H (-4.273, -0.197, -1.363)
H (-4.538, -1.679, -2.327)
H (-1.731, -0.545, -1.995)
H (-2.830, 0.328, -3.196)
H (-2.505, -2.762, -3.270)
H (-2.931, -1.634, -4.588)
H (-0.594, -2.146, -5.022)
H (-0.522, -0.580, -4.060)
H (-0.457, -3.273, -2.592)
H (0.238, -1.716, -2.088)
H (5.967, -1.229, -2.220)
H (-1.586, 1.720, -1.328)
H (-2.668, 1.550, 0.065)
H (-2.129, 3.738, 0.402)
H (-0.655, 3.176, 1.210)
H (-1.052, 3.867, -1.657)
H (0.413, 3.434, -1.003)
H (1.075, 1.850, 0.069)
C (6.851, 1.557, 0.150)
C (5.692, 1.969, 1.030)
O (6.289, 2.296, 2.292)
S (7.757, 2.902, 2.042)
O (7.674, 4.318, 2.071)
O (8.682, 2.180, 2.838)
O (7.919, 2.442, 0.507)
H (7.169, 0.534, 0.365)
H (6.618, 1.648, -0.909)
H (4.956, 1.178, 1.144)
H (5.202, 2.867, 0.644)
C (-4.117, 0.899, 4.533)
C (-5.428, 1.656, 4.487)
O (-5.260, 2.606, 3.429)
S (-4.307, 1.979, 2.297)
O (-5.120, 1.445, 1.262)
O (-3.256, 2.895, 2.036)
O (-3.726, 0.754, 3.163)
H (-3.344, 1.474, 5.049)
H (-4.218, -0.076, 5.005)
H (-5.651, 2.160, 5.423)
H (-6.258, 0.996, 4.222)

Output
2S+1 = 1
HOMO-LUMO gap = 7.41 eV
LUMO = -0.939 eV

***

# C21H33O10P

A 3-piece molecular cluster, C21H33O10P overall at a distorted geometry (ωB97M-V with the def2-TZVPD basis set, the Open Molecules 2025 dataset).

CARTESIAN COORDINATES (ANGSTROEM)
C (-0.752, -1.190, 2.840)
C (-0.164, -1.525, 1.583)
C (0.455, -1.763, 0.084)
C (-0.648, -1.825, -1.126)
C (-2.083, -1.049, -0.758)
O (-1.809, 0.377, -0.523)
P (-3.162, 1.381, -1.057)
O (-3.686, 1.024, -2.505)
O (-2.480, 3.017, -1.187)
O (-4.390, 1.479, 0.173)
C (-5.647, 0.832, -0.231)
C (-5.661, -0.813, 0.075)
C (-5.886, -1.379, 1.633)
C (-5.841, -3.036, 1.861)
C (-5.591, -4.108, 0.629)
C (-5.491, -5.748, 0.805)
C (-5.421, -3.535, -0.920)
C (-5.464, -1.908, -1.129)
H (-0.872, -0.917, 3.995)
H (1.012, -2.819, 0.082)
H (1.327, -0.970, -0.098)
H (-0.896, -2.958, -1.408)
H (-0.224, -1.328, -2.125)
H (-2.588, -1.539, 0.200)
H (-2.796, -1.278, -1.658)
H (-3.208, 3.654, -0.873)
H (-6.009, 1.091, -1.319)
H (-6.489, 1.269, 0.494)
H (-6.051, -0.625, 2.543)
H (-5.999, -3.405, 2.975)
H (-6.343, -6.217, 1.454)
H (-5.426, -6.230, -0.285)
H (-4.469, -6.070, 1.331)
H (-5.242, -4.206, -1.865)
H (-5.333, -1.468, -2.230)
C (1.894, 2.340, -2.062)
C (0.878, 3.426, -1.757)
O (1.438, 4.439, -0.912)
C (2.295, 5.300, -1.515)
O (2.618, 5.289, -2.691)
O (2.757, 6.164, -0.574)
C (3.752, 7.061, -1.058)
H (2.306, 1.926, -1.135)
H (1.438, 1.533, -2.640)
H (2.741, 2.733, -2.635)
H (0.037, 2.987, -1.210)
H (0.470, 3.870, -2.673)
H (3.401, 7.607, -1.939)
H (4.670, 6.510, -1.285)
H (3.969, 7.785, -0.268)
C (8.242, -1.124, 1.392)
C (7.240, -1.311, 0.266)
O (6.003, -1.843, 0.755)
C (5.209, -0.969, 1.422)
O (5.452, 0.208, 1.632)
O (4.105, -1.638, 1.844)
C (3.234, -0.853, 2.654)
H (8.381, -2.061, 1.942)
H (9.208, -0.793, 1.001)
H (7.895, -0.380, 2.117)
H (7.636, -2.039, -0.450)
H (7.068, -0.378, -0.285)
H (2.949, 0.075, 2.149)
H (3.713, -0.639, 3.615)
H (2.328, -1.436, 2.841)

Output
2S+1 = 1
HOMO-LUMO gap = 8.51 eV
SMILES = C#CCCCO[P@](=O)(O)OCc1ccc(C)cc1.CCOC(=O)OC.CCOC(=O)OC
LUMO = -0.148 eV

***

# C21H34Cl26IN2PS2

C21H34Cl26IN2PS2 as an isolated structure at a distorted geometry (ωB97M-V with the def2-TZVPD basis set, the Open Molecules 2025 dataset).

CARTESIAN COORDINATES (ANGSTROEM)
C (0.610, -3.267, 1.570)
P (-0.061, -2.035, 0.310)
C (0.746, -0.394, 0.573)
C (-1.867, -1.963, 0.714)
C (-2.790, -2.352, -0.243)
I (-2.102, -2.967, -2.181)
C (-4.217, -2.364, 0.005)
C (-4.711, -1.973, 1.225)
S (-6.440, -1.980, 1.641)
C (-3.781, -1.542, 2.219)
N (-4.120, -1.099, 3.462)
S (-2.721, -0.797, 4.188)
N (-1.603, -1.135, 3.053)
C (-2.358, -1.532, 2.003)
H (-0.227, -3.849, 1.997)
H (1.250, -3.953, 1.009)
H (1.124, -2.772, 2.411)
H (1.739, -0.450, 0.091)
H (0.214, 0.455, 0.115)
H (0.930, -0.128, 1.630)
H (-4.875, -2.709, -0.794)
H (-7.042, -2.462, 0.525)
C (-3.648, -1.004, -5.387)
Cl (-2.498, -0.348, -6.557)
Cl (-5.192, -1.406, -6.150)
H (-3.230, -1.905, -4.950)
H (-3.822, -0.264, -4.613)
C (0.930, -0.083, 5.080)
Cl (0.082, -0.664, 6.516)
Cl (2.531, -0.828, 4.920)
H (0.341, -0.330, 4.202)
H (1.052, 0.993, 5.156)
C (4.429, 1.313, 2.925)
Cl (3.351, 1.346, 1.527)
Cl (6.129, 1.244, 2.448)
H (4.266, 2.210, 3.515)
H (4.181, 0.433, 3.506)
C (-1.952, -0.304, -10.574)
Cl (-1.178, -0.335, -12.163)
Cl (-1.096, 0.761, -9.454)
H (-2.970, 0.053, -10.688)
H (-1.955, -1.310, -10.166)
C (2.166, -4.370, -1.799)
Cl (2.779, -3.070, -0.774)
Cl (3.452, -5.491, -2.268)
H (1.405, -4.918, -1.252)
H (1.736, -3.934, -2.695)
C (-6.493, -4.323, -4.151)
Cl (-4.960, -5.132, -4.486)
Cl (-6.290, -3.017, -2.977)
H (-6.879, -3.905, -5.074)
H (-7.193, -5.049, -3.750)
C (2.180, 4.623, 1.104)
Cl (1.809, 5.403, -0.438)
Cl (0.864, 4.828, 2.270)
H (2.328, 3.562, 0.935)
H (3.083, 5.066, 1.513)
C (-2.941, 2.960, 4.028)
Cl (-1.748, 2.009, 4.926)
Cl (-2.424, 4.641, 3.844)
H (-3.068, 2.522, 3.044)
H (-3.876, 2.939, 4.566)
C (-6.533, 3.919, 3.034)
Cl (-5.930, 2.280, 3.309)
Cl (-6.089, 4.508, 1.427)
H (-7.614, 3.914, 3.119)
H (-6.105, 4.582, 3.779)
C (6.816, -3.864, -3.716)
Cl (7.397, -2.580, -2.650)
Cl (8.115, -4.979, -4.157)
H (6.037, -4.418, -3.203)
H (6.419, -3.414, -4.620)
C (9.069, 0.921, -0.099)
Cl (10.021, -0.545, 0.155)
Cl (10.103, 2.337, -0.327)
H (8.454, 0.790, -0.984)
H (8.440, 1.083, 0.768)
C (-5.578, 8.096, -0.081)
Cl (-4.726, 8.104, -1.629)
Cl (-4.810, 9.180, 1.084)
H (-6.600, 8.420, -0.241)
H (-5.567, 7.087, 0.320)
C (8.976, 0.261, 4.802)
Cl (9.585, -1.376, 5.073)
Cl (9.491, 0.894, 3.236)
H (7.891, 0.240, 4.830)
H (9.356, 0.910, 5.584)

Output
2S+1 = 1
HOMO-LUMO gap = 6.86 eV
LUMO = -1.138 eV

***

# C21H34CoN8O2SSi

C21H34CoN8O2SSi as an isolated structure (ωB97M-V with the def2-TZVPD basis set, the Open Molecules 2025 dataset).

CARTESIAN COORDINATES (ANGSTROEM)
Co (0.125, 1.100, -1.194)
O (-2.357, -5.130, 0.397)
N (-3.185, -4.539, -0.282)
O (-4.248, -4.973, -0.641)
C (-2.871, -3.131, -0.581)
C (-3.855, -2.232, -0.387)
C (-3.556, -0.832, -0.434)
C (-4.505, 0.168, -0.158)
C (-4.100, 1.478, -0.136)
C (-2.760, 1.777, -0.408)
N (-1.858, 0.861, -0.709)
C (-2.246, -0.432, -0.710)
C (-1.229, -1.407, -0.995)
N (0.002, -0.926, -1.297)
C (0.947, -1.796, -1.607)
C (0.730, -3.179, -1.618)
C (-0.498, -3.677, -1.272)
C (-1.524, -2.772, -0.939)
H (-4.854, -2.571, -0.145)
H (-5.534, -0.102, 0.042)
H (-4.792, 2.278, 0.083)
H (-2.414, 2.803, -0.363)
H (1.913, -1.388, -1.864)
H (1.537, -3.839, -1.903)
H (-0.681, -4.743, -1.268)
N (-0.107, 3.088, -1.659)
N (0.180, 3.981, -0.612)
C (0.551, 3.546, 0.616)
N (0.858, 4.503, 1.493)
S (0.619, 1.919, 1.031)
H (0.568, 3.242, -2.406)
H (-1.034, 3.304, -2.016)
H (0.322, 4.947, -0.868)
H (0.845, 5.484, 1.265)
H (1.196, 4.232, 2.400)
N (-0.298, -3.444, 4.143)
C (-1.505, -2.543, 4.142)
C (-1.729, -2.033, 2.721)
N (-0.567, -1.392, 2.138)
C (0.618, -2.223, 2.208)
C (0.924, -2.743, 3.609)
H (-0.494, -4.266, 3.565)
H (-0.120, -3.790, 5.087)
H (-1.287, -1.731, 4.835)
H (-2.351, -3.119, 4.515)
H (-2.571, -1.340, 2.730)
H (-2.015, -2.879, 2.086)
H (-0.412, -0.457, 2.498)
H (1.481, -1.664, 1.847)
H (0.483, -3.076, 1.532)
H (1.144, -1.932, 4.302)
H (1.747, -3.457, 3.616)
C (2.540, 3.851, -3.332)
Si (3.213, 2.488, -2.198)
C (3.797, 3.286, -0.601)
C (4.690, 1.738, -3.062)
C (1.977, 1.108, -1.885)
H (3.384, 4.355, -3.809)
H (1.990, 4.643, -2.814)
H (1.922, 3.466, -4.149)
H (4.725, 3.833, -0.775)
H (3.997, 2.532, 0.163)
H (3.081, 3.997, -0.185)
H (5.449, 2.494, -3.271)
H (4.408, 1.279, -4.012)
H (5.156, 0.965, -2.446)
H (2.531, 0.441, -1.207)
H (1.909, 0.570, -2.846)

Output
2S+1 = 2
HOMO-LUMO gap (alpha / beta) = 7.28 / 7.33 eV
Charge = +2
Energy relative to the best compared isomer or geometry (same formula, charge and spin) = 0.082 eV
Expectation value of S² = 0.7798
LUMO (alpha / beta) = -5.865 / -5.867 eV

***

# C21H34F4N5O6

A 3-piece molecular cluster, C21H34F4N5O6 overall (ωB97M-V with the def2-TZVPD basis set, the Open Molecules 2025 dataset).

CARTESIAN COORDINATES (ANGSTROEM)
C (-1.695, -1.564, 0.903)
C (-1.428, -3.048, 1.115)
F (-2.639, -3.700, 1.349)
C (-0.593, -3.771, 0.061)
C (-0.853, -3.527, -1.440)
C (-2.421, -3.438, -1.687)
O (-2.838, -2.354, -2.121)
O (-3.019, -4.478, -1.414)
C (-0.150, -2.296, -1.995)
C (0.719, -1.497, -1.272)
C (1.314, -0.394, -1.880)
C (1.026, -0.138, -3.208)
N (0.215, -0.900, -3.949)
C (-0.358, -1.937, -3.341)
N (-0.399, -4.783, -2.141)
C (0.990, -4.835, -2.543)
O (1.780, -4.613, -1.370)
C (3.094, -4.465, -1.531)
F (3.741, -5.150, -0.582)
F (3.473, -3.187, -1.413)
F (3.545, -4.897, -2.717)
N (-1.099, -4.937, -3.411)
C (-1.703, -6.001, -3.497)
O (-2.251, -7.023, -3.590)
H (-0.880, -0.977, 1.325)
H (-2.591, -1.316, 1.473)
H (-1.894, -1.303, -0.132)
H (-0.871, -3.154, 2.053)
H (0.447, -3.545, 0.292)
H (-0.708, -4.839, 0.235)
H (0.937, -1.702, -0.235)
H (1.990, 0.253, -1.336)
H (1.477, 0.720, -3.697)
H (-1.029, -2.539, -3.934)
H (1.242, -4.130, -3.341)
H (1.195, -5.838, -2.921)
C (2.391, 2.443, 4.082)
C (3.224, 1.330, 3.454)
C (3.675, 1.628, 2.017)
O (2.669, 1.486, 1.042)
C (1.786, 2.581, 0.889)
N (2.486, 0.069, 3.562)
H (1.368, 2.441, 3.707)
H (2.339, 2.306, 5.162)
H (2.827, 3.425, 3.884)
H (4.138, 1.228, 4.048)
H (4.444, 0.899, 1.747)
H (4.134, 2.625, 1.949)
H (2.296, 3.538, 1.044)
H (0.933, 2.500, 1.565)
H (1.402, 2.547, -0.129)
H (3.078, -0.698, 3.257)
H (1.728, 0.090, 2.885)
C (-3.376, 6.015, -0.037)
C (-3.123, 5.222, 1.241)
C (-1.708, 4.636, 1.343)
O (-1.474, 3.494, 0.547)
C (-1.179, 3.759, -0.814)
N (-4.166, 4.202, 1.380)
H (-3.536, 5.360, -0.893)
H (-4.273, 6.624, 0.074)
H (-2.539, 6.679, -0.265)
H (-3.228, 5.915, 2.082)
H (-1.557, 4.303, 2.374)
H (-0.950, 5.405, 1.137)
H (-0.610, 4.687, -0.929)
H (-2.093, 3.808, -1.409)
H (-0.582, 2.930, -1.191)
H (-4.079, 3.749, 2.285)
H (-3.976, 3.463, 0.708)

Output
2S+1 = 1
HOMO-LUMO gap = 7.22 eV
Charge = -1
LUMO = 2.274 eV

***

Q: Which value of 2S+1 does entry 1 give?
A: 1

***

Q: Number 4 is which compound?
A: C21H33O10P

***

Q: Which value of 2S+1 does entry 5 give?
A: 1